(a)
The following is a quantum chemistry calculation of one molecule with the formula C4H8N2OS, from OMol25.

Calculated values
E_HOMO = -8.22 eV
LUMO level = -0.0175 Eh
multiplicity = 1
gap between HOMO and LUMO = 7.7 eV
SMILES = CCS/N=C(/N)C=O

```
16
C4H8N2OS, DFT ωB97M-V/def2-TZVPD
C -0.248 1.865 -2.550
C -0.005 0.485 -1.976
C 0.288 -1.131 1.628
C 0.481 -0.110 2.622
H -1.139 2.235 -2.078
H 0.490 2.648 -2.484
H -0.397 1.879 -3.702
H 0.853 -0.067 -2.574
H -0.774 -0.152 -2.239
H 0.066 -2.560 3.174
H -0.394 -3.252 1.737
H 0.557 0.847 2.181
N 0.217 -0.754 0.473
N -0.068 -2.438 2.134
O 0.093 -0.223 3.863
S -0.020 0.727 -0.207
```

(b)
The following is a quantum chemistry calculation of one molecule with the formula C4H8N2OS, from OMol25.

Calculated values
E_HOMO = -8.04 eV
LUMO level = 0.0332 Eh
multiplicity = 1
gap between HOMO and LUMO = 8.9 eV
SMILES = C[C@H]1OC/C(=N\N)S1

```
16
C4H8N2OS, DFT ωB97M-V/def2-TZVPD
C 0.014 2.692 -0.958
C -0.276 1.422 -0.141
C -0.519 -0.883 -0.366
C 0.562 -0.816 0.697
H -0.718 2.664 -1.805
H -0.131 3.657 -0.467
H 1.046 2.681 -1.383
H -1.115 1.603 0.610
H -0.287 -1.576 -1.145
H -1.482 -1.092 0.084
H 0.142 -3.227 0.355
H 0.850 -3.649 1.849
N 0.965 -1.721 1.494
N 0.349 -2.931 1.328
O -0.524 0.361 -1.015
S 1.125 0.815 0.864
```

(c)
The following is a quantum chemistry calculation of a 2-piece molecular cluster, C4H8N2OS overall, from OMol25.

Calculated values
E_HOMO = -10.19 eV
LUMO level = 0.0067 Eh
multiplicity = 1
gap between HOMO and LUMO = 10.4 eV
SMILES = CCCS(#N)=O.C#N

```
16
C4H8N2OS, DFT ωB97M-V/def2-TZVPD
C 3.241 0.554 1.049
C -0.800 -0.459 1.096
C -0.745 0.687 0.094
C -0.373 0.209 -1.293
N 2.402 1.215 1.444
N 1.686 -1.813 -0.790
O 2.258 0.505 -1.799
S 1.356 -0.493 -1.260
H 0.168 -0.949 1.173
H -1.070 -0.081 2.079
H -1.538 -1.200 0.797
H -0.024 1.435 0.431
H -1.726 1.170 0.036
H -1.021 -0.594 -1.639
H -0.308 1.016 -2.016
H 4.017 -0.060 0.676
```

Top of the stability list: (b), leading by 120.9 kJ/mol.

(a)
The following is a quantum chemistry calculation of CH19O12 as an isolated structure, from OMol25.

Calculated values
E_HOMO = -5.95 eV
LUMO level = 0.0794 Eh
multiplicity = 1
gap between HOMO and LUMO = 8.1 eV
charge = -1

```
32
CH19O12, DFT ωB97M-V/def2-TZVPD
C -0.163 -0.027 0.096
O 0.597 -1.027 -0.130
O -0.485 0.800 -0.892
O -0.673 0.320 1.211
H -0.250 0.588 -1.650
O 0.117 -3.584 -1.599
H 0.147 -3.102 -2.355
H 0.202 -2.777 -1.107
O -2.185 3.069 -1.276
H -2.794 3.236 -1.950
H -1.766 2.114 -1.550
O -2.521 -1.369 1.971
H -2.488 -2.311 2.250
H -1.742 -0.869 1.778
O 0.424 0.827 -3.525
H -0.355 0.520 -3.834
H 1.054 0.110 -3.245
O 3.293 -1.693 0.150
H 2.508 -1.140 -0.020
H 3.093 -2.604 -0.185
O -1.716 2.228 1.252
H -1.397 1.357 1.058
H -1.714 2.582 0.336
O 1.464 2.474 -0.464
H 0.758 1.957 -0.693
H 2.182 2.015 0.083
O -0.039 -2.326 2.166
H 0.743 -2.074 2.796
H -0.117 -1.632 1.468
O 1.543 0.505 2.633
H 1.337 1.297 3.233
H 0.940 0.537 1.993
```

(b)
The following is a quantum chemistry calculation of a 10-piece molecular cluster, CH19O12 overall, from OMol25.

Calculated values
E_HOMO = -6.54 eV
LUMO level = 0.0928 Eh
multiplicity = 1
gap between HOMO and LUMO = 9.1 eV
charge = -1

```
32
CH19O12, DFT ωB97M-V/def2-TZVPD
C 0.682 0.146 -0.228
O 0.498 -0.930 -0.801
O 1.801 0.794 -0.233
O -0.267 0.572 0.409
H 2.494 0.500 -0.833
O -0.439 0.945 -2.704
H -1.325 0.699 -3.077
H -0.367 0.359 -1.953
O -1.297 -0.277 3.055
H -1.576 -0.173 2.169
H -0.417 0.073 2.943
O 1.145 3.408 -0.922
H 1.357 2.648 -0.400
H 1.191 3.245 -1.877
O 1.861 -3.436 -1.408
H 1.378 -2.634 -1.278
H 2.357 -3.723 -0.639
O 1.351 0.527 2.568
H 1.186 0.793 1.622
H 2.050 -0.106 2.414
O -2.885 0.834 0.882
H -2.004 0.917 0.548
H -3.421 0.531 0.158
O -0.869 -2.268 -2.588
H -0.328 -1.988 -1.809
H -1.760 -2.461 -2.283
O -1.017 -2.293 0.757
H -0.693 -3.102 0.356
H -0.373 -1.631 0.394
O -0.414 2.885 1.496
H -0.121 2.085 1.063
H 0.220 3.059 2.201
```

Top of the stability list: (b), leading by 262.8 kJ/mol.

(a)
The following is a quantum chemistry calculation of one molecule with the formula C4H4OS3, from OMol25.

Calculated values
E_HOMO = -8.13 eV
LUMO level = -0.0163 Eh
multiplicity = 1
gap between HOMO and LUMO = 7.7 eV
SMILES = OC(=S)C1=CSCS1

```
12
C4H4OS3, DFT ωB97M-V/def2-TZVPD
C 1.800 0.135 -0.092
C 0.359 -0.093 -0.117
C -0.241 -1.268 -0.136
C -2.211 0.393 0.242
H 3.076 1.403 -0.164
H 0.298 -2.220 -0.189
H -2.389 0.478 1.329
H -3.063 0.842 -0.295
O 2.097 1.399 -0.196
S 2.936 -1.080 0.002
S -1.971 -1.340 -0.217
S -0.691 1.352 -0.169
```

(b)
The following is a quantum chemistry calculation of one molecule with the formula C4H4OS3, from OMol25.

Calculated values
E_HOMO = -8.95 eV
LUMO level = -0.0545 Eh
multiplicity = 1
gap between HOMO and LUMO = 7.5 eV
SMILES = S=C1OCCSC1=S

```
12
C4H4OS3, DFT ωB97M-V/def2-TZVPD
C 0.885 1.336 -0.096
C -1.297 -0.049 -0.338
C -0.517 -1.304 -0.371
C 1.497 0.379 0.917
H -1.763 -0.077 0.708
H -2.074 0.127 -1.322
H -1.179 -2.145 0.029
H -0.038 -1.545 -1.399
O -0.454 1.162 -0.470
S 1.756 2.566 -0.778
S 0.728 -1.303 0.994
S 2.456 0.854 2.126
```

Top of the stability list: (a), leading by 173.0 kJ/mol.